The following is a quantum chemistry calculation of an isolated molecule of C5H6O, from the OMol25 dataset.

Results
* relative energy (zero: lowest compared OMol25 entry of this formula, charge and spin): 52.7 kcal per mole
* structure (SMILES): C#CC/C=C/O
* HOMO-LUMO gap: 9.95 eV
* HOMO level: -0.3296 Ha

Geometry as ORCA input:
```
! RIJCOSX wB97M-V def2-TZVPD def2/J DEFGRID3
* xyz 0 1
O 2.6241 -1.0179 -0.3659
C -0.5428 0.6950 0.6369
C 0.6666 0.3114 -0.1524
C -1.7607 0.2084 -0.0343
C -2.7205 -0.2393 -0.6097
C 1.5780 -0.5209 0.3328
H -3.5911 -0.5981 -1.1164
H 0.7271 0.7251 -1.1608
H 2.4813 -0.7303 -1.2777
H 1.5527 -0.8828 1.3580
H -0.4996 0.2647 1.6453
H -0.5151 1.7846 0.7443
*
```

Löwdin atomic charge list, values in e, 5 entries: atom 1 (O): 0.009, atom 2 (C): -0.230, atom 3 (C): -0.128, atom 4 (C): -0.142, atom 5 (C): 0.102